C37H58B2F4N8O5PS2Ta | the ωB97M-V functional and the def2-TZVPD basis

```
! RIJCOSX wB97M-V def2-TZVPD def2/J DEFGRID3
* xyz 2 1
Ta 0.1696 0.0875 -0.0478
C -1.2173 -2.0204 4.9672
C -1.4810 -1.7830 3.5170
C -2.5720 -2.1846 2.7797
C -2.3833 -1.7604 1.4753
N -1.1683 -1.0881 1.4117
N -0.6653 -1.1300 2.6955
B 0.6481 -0.4755 3.1198
N 1.8064 -0.9873 2.2620
N 1.8308 -0.9659 0.8801
C 3.0410 -1.5316 0.5147
C 3.7311 -1.8470 1.6652
C 2.9332 -1.5092 2.7383
C 3.2368 -1.6804 4.1893
C 3.5970 -1.8586 -0.8651
C 2.8689 -3.0801 -1.4225
C 3.4927 -0.6783 -1.8149
C 5.0809 -2.2226 -0.7436
N 0.5233 1.0263 3.0534
N 0.2569 1.6950 1.8835
C 0.1896 3.0111 2.2499
C 0.3816 3.1196 3.6258
C 0.6011 1.8573 4.1021
C 0.9050 1.4389 5.5033
C 0.0352 4.3245 1.4786
C -0.0344 4.1956 -0.0229
C 1.2626 5.1896 1.8399
C -1.2229 5.0661 1.9578
C -3.4769 -2.0711 0.4304
C -4.3630 -3.2062 0.9710
C -4.4017 -0.8659 0.2129
C -2.9326 -2.5591 -0.8977
H -2.0386 -2.6001 5.3827
H -0.2933 -2.5748 5.1244
H -1.1467 -1.0862 5.5221
H -3.4031 -2.7455 3.1607
H 0.8752 -0.7793 4.2427
H 4.7051 -2.2948 1.7253
H 4.2084 -2.1587 4.2907
H 3.2733 -0.7232 4.7074
H 2.4943 -2.3027 4.6863
H 1.7963 -2.9484 -1.4033
H 3.1733 -3.2639 -2.4546
H 3.0962 -3.9720 -0.8355
H 2.4637 -0.4108 -2.0093
H 4.0024 0.1961 -1.4165
H 3.9517 -0.9400 -2.7698
H 5.2404 -3.1013 -0.1197
H 5.4598 -2.4601 -1.7382
H 5.6749 -1.3972 -0.3476
H 0.3849 4.0255 4.2058
H 0.9175 2.3226 6.1374
H 0.1616 0.7496 5.9002
H 1.8792 0.9576 5.5784
H 0.7323 3.5370 -0.4130
H -1.0129 3.8351 -0.3310
H 0.0935 5.1764 -0.4852
H 2.1923 4.6329 1.7398
H 1.3056 6.0562 1.1789
H 1.2029 5.5583 2.8630
H -2.1391 4.5962 1.5921
H -1.2780 5.1201 3.0442
H -1.2057 6.0887 1.5759
H -4.9502 -2.9049 1.8375
H -5.0695 -3.4885 0.1900
H -3.7792 -4.0898 1.2310
H -4.8322 -0.5212 1.1547
H -3.8917 -0.0365 -0.2651
H -5.2282 -1.1686 -0.4325
H -2.3775 -3.4853 -0.7709
H -3.7676 -2.7715 -1.5691
H -2.2950 -1.8284 -1.3745
O -0.8728 -2.5497 -4.9891
C -0.7508 -3.5195 -4.0514
C -0.9903 -4.8581 -4.3564
C -0.8749 -5.8330 -3.3878
C -0.5219 -5.4919 -2.0819
C -0.2932 -4.1688 -1.7801
C -0.3990 -3.1623 -2.7502
C -0.0990 -1.7808 -2.3875
O -0.1120 -1.4709 -1.0340
N 0.1776 -0.8169 -3.1557
N 0.4190 0.3535 -2.4357
C 1.0325 1.2018 -3.2371
S 1.4963 0.7237 -4.8321
C 2.0153 2.3692 -5.3723
C 2.5258 3.1279 -4.1680
S 1.3642 2.8392 -2.8133
H -1.1242 -2.9562 -5.8279
H -1.2640 -5.1256 -5.3708
H -1.0626 -6.8655 -3.6504
H -0.4296 -6.2513 -1.3190
H -0.0176 -3.8911 -0.7713
H 1.1684 2.8710 -5.8387
H 2.8009 2.2332 -6.1148
H 2.5628 4.2022 -4.3417
H 3.5087 2.7800 -3.8523
C -3.3719 3.8317 -2.2525
O -3.2772 2.6031 -1.4830
P -1.9208 1.7867 -1.3768
O -1.8770 1.2429 0.1981
C -2.6768 1.5937 1.3706
O -2.3199 0.4335 -2.1239
C -3.4451 0.2023 -3.0062
H -4.0493 4.4879 -1.7169
H -3.7725 3.5903 -3.2332
H -2.3915 4.2983 -2.3452
H -2.9047 0.6723 1.8969
H -3.5842 2.0722 1.0125
H -2.0893 2.2537 1.9957
H -4.3351 0.6982 -2.6292
H -3.6009 -0.8694 -3.0430
H -3.1850 0.5687 -3.9970
F 3.4468 4.4293 -0.4971
B 3.9317 3.2275 -0.2522
F 1.5188 1.3265 -0.3786
F 4.5935 2.5962 -1.2040
F 3.8011 2.6895 0.9396
*
```

Summary:
* orbital gap: 6.677 eV
* energy relative to the best compared isomer or geometry (same formula, charge and spin): 0.0 kJ/mol
* E: -3902.80600 hartree